Record 1
{
  "formula": "H23O11",
  "method": "the ωB97M-V functional and the def2-TZVPD basis",
  "symbols": ["O", "H", "H", "H", "O", "H", "H", "O", "H", "H", "O", "H", "H", "O", "H", "H", "O", "H", "H", "O", "H", "H", "O", "H", "H", "O", "H", "H", "O", "H", "H", "O", "H", "H"],
  "coordinates": [[-18.2279, -19.5066, 39.9677], [-17.6907, -20.3527, 39.8798], [-17.9250, -18.9558, 39.3213], [-18.1581, -18.9460, 40.7631], [-20.1254, -17.0780, 39.7005], [-21.0569, -17.1164, 40.0759], [-20.0034, -16.1707, 40.0703], [-20.7276, -20.7192, 40.9533], [-21.3406, -20.7049, 40.3459], [-20.9976, -21.3560, 41.4370], [-16.9960, -18.1428, 42.0062], [-17.6615, -17.6735, 42.5407], [-16.2358, -18.2248, 42.5941], [-18.4255, -22.4555, 39.1613], [-17.8754, -22.8530, 38.6797], [-18.8295, -23.0970, 39.7335], [-19.7786, -18.8031, 37.1302], [-20.1003, -19.7886, 37.3008], [-20.1522, -18.3063, 37.6792], [-14.6190, -21.1675, 41.8337], [-14.1899, -22.0331, 41.7720], [-15.6210, -21.4200, 41.7553], [-17.4474, -16.9842, 38.5054], [-16.9343, -16.5280, 39.3973], [-18.2190, -16.6964, 38.5067], [-15.7809, -20.6320, 39.1859], [-15.2869, -20.9220, 38.4552], [-15.3409, -20.8645, 39.9751], [-17.5392, -18.2330, 35.5861], [-18.0985, -18.3870, 36.4658], [-16.9102, -17.7657, 35.9469], [-17.4735, -21.5253, 41.9427], [-17.7800, -21.5674, 42.9419], [-17.8812, -22.2447, 41.5308]],
  "homo_lumo_gap_ev": 9.473,
  "multiplicity": 1,
  "fmax_ev_per_a": 14.40,
  "e_above_lowest_kj_mol": 702.4,
  "charge": 1,
  "homo_energy_ev": -12.64,
  "e_tot_ha": -841.0146
}

Record 2
{
  "formula": "H23O12",
  "method": "the ωB97M-V functional and the def2-TZVPD basis",
  "symbols": ["O", "H", "H", "O", "H", "H", "O", "H", "O", "H", "H", "O", "H", "H", "O", "H", "H", "O", "H", "H", "O", "H", "H", "O", "H", "H", "O", "H", "H", "O", "H", "H", "O", "H", "H"],
  "coordinates": [[-1.3461, 3.3857, 0.1839], [-0.1318, -1.3644, 5.0050], [-1.9042, 0.4055, -1.1914], [-2.9386, -1.5689, -0.6413], [-3.2159, -1.6077, -1.5222], [-1.9486, -1.6713, -0.5522], [4.1809, 2.0338, 0.5326], [4.4397, 1.2452, 0.0472], [-1.5739, 0.9288, -0.4471], [2.6746, -0.0391, -3.2807], [-0.9756, 0.1320, -0.2569], [-0.2248, -0.4862, 4.6518], [-3.8370, 2.1995, 0.3030], [2.7852, 2.2717, -0.7935], [-0.4571, -1.4165, 0.1601], [-0.4841, -2.0841, 0.8428], [3.3442, 1.7892, 0.9455], [1.8103, -0.0658, -3.6680], [1.4467, -0.9170, -3.3557], [0.5940, -0.2850, 0.6276], [1.2784, -1.7264, -1.6441], [1.2747, -0.7754, -1.4671], [0.5052, -1.8992, -0.9743], [-4.2247, 1.4611, 0.7787], [-3.4809, 0.8409, 0.6978], [-0.7866, 2.7436, -0.2846], [1.1134, 0.4472, 1.0831], [-2.0711, 2.9954, -0.3273], [0.6123, -4.6660, 0.3956], [0.2157, -4.2275, 1.1424], [0.5409, 1.2037, 0.9636], [-0.2409, -0.5370, 3.6910], [2.0320, 2.4604, -1.3601], [-0.1720, -3.4163, 0.7865], [1.1658, 2.2101, -1.0716]],
  "homo_lumo_gap_ev": 10.354,
  "multiplicity": 1,
  "fmax_ev_per_a": 2.53,
  "e_above_lowest_kj_mol": 298.3,
  "charge": -1,
  "homo_energy_ev": -7.48,
  "e_tot_ha": -916.7088
}

Record 3
{
  "formula": "H24HeO12",
  "method": "the ωB97M-V functional and the def2-TZVPD basis",
  "symbols": ["He", "O", "H", "H", "O", "H", "H", "O", "H", "H", "O", "H", "H", "O", "H", "H", "O", "H", "H", "O", "H", "H", "O", "H", "H", "O", "H", "H", "O", "H", "H", "O", "H", "H", "O", "H", "H"],
  "coordinates": [[-17.1795, 11.5085, 12.9699], [-20.1311, 10.4886, 13.8766], [-20.2676, 10.8098, 14.7679], [-20.3132, 11.2447, 13.3186], [-14.8803, 10.7930, 11.1535], [-14.9593, 10.0723, 11.7785], [-15.7602, 10.8930, 10.7901], [-17.0695, 10.0626, 16.2472], [-17.2798, 9.8782, 15.3318], [-17.1144, 11.0162, 16.3164], [-15.2864, 13.9760, 14.1804], [-14.6451, 14.6855, 14.1406], [-15.3114, 13.6250, 13.2902], [-13.4827, 11.5925, 14.5289], [-13.8854, 10.9030, 14.0012], [-14.1362, 12.2917, 14.5492], [-14.5547, 13.4762, 11.6217], [-14.8747, 14.0478, 10.9238], [-14.6282, 12.5926, 11.2608], [-17.6831, 10.9845, 10.2574], [-18.0118, 11.6473, 10.8647], [-18.4498, 10.4520, 10.0453], [-15.1347, 9.3948, 13.5965], [-14.9225, 8.7853, 14.3034], [-16.0596, 9.2334, 13.4100], [-21.2883, 12.7901, 12.2994], [-20.5249, 13.2362, 11.9328], [-21.9062, 13.4942, 12.4962], [-17.6898, 12.8798, 16.0493], [-17.5735, 13.4129, 16.8357], [-17.2786, 13.3893, 15.3510], [-18.6727, 13.5542, 11.3341], [-18.5415, 14.2638, 10.7052], [-18.5188, 13.9587, 12.1879], [-17.9036, 9.0002, 13.7881], [-18.7336, 9.4470, 13.6219], [-18.1444, 8.2308, 14.3042]],
  "homo_lumo_gap_ev": 9.464,
  "multiplicity": 1,
  "fmax_ev_per_a": 1.28,
  "e_above_lowest_kj_mol": 24.5,
  "charge": 0,
  "homo_energy_ev": -9.87,
  "e_tot_ha": -920.1997
}

Record 4
{
  "formula": "H24NO15",
  "method": "the ωB97M-V functional and the def2-TZVPD basis",
  "symbols": ["N", "O", "O", "O", "O", "H", "H", "O", "H", "H", "O", "H", "H", "O", "H", "H", "O", "H", "H", "O", "H", "H", "O", "H", "H", "O", "H", "H", "O", "H", "H", "O", "H", "H", "O", "H", "H", "O", "H", "H"],
  "coordinates": [[-0.1302, 0.5238, -0.2771], [-0.3977, 1.7132, -0.4163], [-0.0732, -0.2278, -1.2319], [0.1416, 0.0151, 0.8499], [-1.0603, 1.5076, -3.7753], [-1.4161, 2.3941, -3.7152], [-1.7131, 0.9571, -3.3428], [3.3669, -0.2642, 0.5289], [2.5354, -0.7210, 0.4014], [3.9901, -0.9568, 0.7481], [0.4515, 4.3120, -0.7021], [-0.1348, 4.8768, -1.2056], [0.0337, 3.4511, -0.7250], [2.4760, -1.0883, -2.7773], [3.4121, -1.2350, -2.9133], [2.2144, -1.7681, -2.1563], [-0.1244, -3.0605, -1.9661], [-0.0648, -2.1864, -1.5806], [-0.5096, -3.6012, -1.2764], [-3.5019, 1.6973, 0.3136], [-3.1283, 0.8591, 0.0412], [-4.3517, 1.7352, -0.1252], [-2.5257, -1.5377, 1.3290], [-3.4408, -1.2756, 1.2289], [-2.0323, -0.7211, 1.2523], [-0.1328, -1.1808, -4.1093], [-0.7569, -1.2788, -4.8285], [-0.1751, -2.0139, -3.6398], [0.9219, -2.5034, 1.8788], [1.4969, -2.4902, 1.1137], [0.1010, -2.1212, 1.5687], [-1.1885, 1.8080, 3.0492], [-0.4407, 1.7330, 2.4564], [-1.7431, 2.4795, 2.6520], [2.2768, 1.3684, 2.8358], [2.5294, 0.8421, 2.0771], [2.5852, 0.8658, 3.5898], [0.2996, -1.3372, 4.2696], [-0.1398, -0.8451, 3.5761], [0.3491, -0.7251, 5.0039]],
  "homo_lumo_gap_ev": [9.331, 5.170],
  "s_squared": 0.757,
  "multiplicity": 2,
  "fmax_ev_per_a": 2.32,
  "e_above_lowest_kj_mol": 0.0,
  "charge": 0,
  "homo_energy_ev": [-10.95, -10.95],
  "e_tot_ha": -1197.4804
}

Record 5
{
  "formula": "H24NeO12Xe",
  "method": "the ωB97M-V functional and the def2-TZVPD basis",
  "symbols": ["Ne", "Xe", "O", "H", "H", "O", "H", "H", "O", "H", "H", "O", "H", "H", "O", "H", "H", "O", "H", "H", "O", "H", "H", "O", "H", "H", "O", "H", "H", "O", "H", "H", "O", "H", "H", "O", "H", "H"],
  "coordinates": [[-2.4272, 1.1195, 1.2058], [0.5713, -0.3763, -0.4256], [3.2024, 2.1551, 0.7076], [2.2843, 2.3692, 0.5417], [3.6942, 2.7650, 0.1577], [2.5658, 0.9559, -3.9891], [2.5691, 0.0217, -3.7801], [1.7441, 1.2811, -3.6212], [3.4104, -1.5009, 2.1305], [3.6149, -1.3025, 1.2167], [4.2001, -1.9249, 2.4665], [-0.2170, -3.6083, 1.1723], [-0.9436, -4.1997, 1.3685], [0.4783, -4.1813, 0.8490], [-2.9558, 0.9086, -1.6824], [-2.2568, 1.4584, -1.3282], [-3.3681, 1.4491, -2.3563], [-0.4313, -1.5761, 3.0580], [-0.5710, -2.1644, 2.3159], [-1.3130, -1.3462, 3.3512], [0.2034, 2.3751, -3.2868], [-0.3743, 2.1389, -4.0125], [-0.3322, 2.2508, -2.5034], [-2.5992, -3.1102, -0.5962], [-2.9119, -4.0095, -0.6948], [-1.7473, -3.1979, -0.1687], [-0.1070, 2.3600, 2.0368], [-0.9107, 2.4739, 2.5441], [0.3246, 1.6053, 2.4373], [-2.4417, -1.5896, -2.7733], [-2.4947, -2.1429, -1.9941], [-2.5785, -0.7005, -2.4461], [1.4699, 0.3943, 3.3081], [2.2428, 0.2617, 2.7592], [1.0046, -0.4415, 3.2734], [-0.9178, 2.7329, -0.6846], [-0.7638, 2.6139, 0.2526], [-0.9173, 3.6819, -0.8093]],
  "homo_lumo_gap_ev": 9.579,
  "multiplicity": 1,
  "fmax_ev_per_a": 1.32,
  "e_above_lowest_kj_mol": 39.0,
  "charge": 0,
  "homo_energy_ev": -9.84,
  "e_tot_ha": -1375.5884
}

Record 6
{
  "formula": "H24O12",
  "method": "the ωB97M-V functional and the def2-TZVPD basis",
  "symbols": ["O", "H", "H", "O", "H", "H", "O", "H", "H", "O", "H", "H", "O", "H", "H", "O", "H", "H", "O", "H", "H", "O", "H", "H", "O", "H", "H", "O", "H", "H", "O", "H", "H", "O", "H", "H"],
  "coordinates": [[16.0005, -17.6990, 15.4155], [15.5999, -18.2307, 14.7277], [15.2597, -17.3494, 15.9106], [10.4440, -16.9056, 14.9498], [10.8974, -16.1630, 15.3489], [9.8190, -16.5077, 14.3439], [9.7528, -18.5252, 17.2909], [10.2499, -18.0661, 16.6138], [10.4183, -18.9607, 17.8234], [12.5565, -17.6407, 20.8318], [12.4615, -16.9048, 20.2272], [12.1452, -17.3401, 21.6422], [13.7150, -17.5385, 17.3270], [13.1235, -16.7963, 17.2024], [13.1831, -18.1967, 17.7744], [11.9463, -14.8378, 15.7634], [11.5083, -14.0148, 15.5466], [12.8734, -14.6672, 15.5973], [14.9297, -14.7090, 18.3828], [14.8798, -14.5391, 17.4421], [15.4849, -14.0080, 18.7242], [11.8674, -19.3500, 18.5380], [12.7523, -19.5152, 18.8634], [11.2942, -19.6084, 19.2598], [12.3901, -15.6024, 18.9459], [13.2958, -15.3438, 18.7754], [11.8693, -14.8474, 18.6720], [14.1199, -20.6567, 16.1439], [14.2201, -20.5841, 17.0931], [13.2316, -20.3443, 15.9718], [15.2963, -17.4059, 20.0598], [15.1127, -16.8560, 19.2982], [14.4618, -17.4568, 20.5259], [14.7262, -20.2124, 18.7781], [14.7388, -20.7379, 19.5781], [15.2226, -19.4248, 19.0005]],
  "homo_lumo_gap_ev": 9.397,
  "multiplicity": 1,
  "fmax_ev_per_a": 0.98,
  "smiles": "O.O.O.O.O.O.O.O.O.O.O.O",
  "e_above_lowest_kj_mol": 138.7,
  "charge": 0,
  "homo_energy_ev": -10.05,
  "e_tot_ha": -917.2725
}